[1]
Entry from the Open Molecules 2025 dataset: a structure of composition C25H22HfN7O7 (the ωB97M-V functional and the def2-TZVPD basis).

Cartesian coordinates (Å):
1 Hf 0.189 -0.331 0.029
2 C -0.722 -3.325 -0.104
3 C 0.705 -3.586 -0.596
4 C 1.798 -3.022 0.280
5 C 2.840 -3.817 0.713
6 C 3.853 -3.272 1.489
7 C 3.790 -1.929 1.846
8 C 2.721 -1.189 1.410
9 N 1.741 -1.707 0.619
10 N -1.272 -1.988 -0.527
11 C -1.581 -1.997 -1.987
12 C -1.059 -0.782 -2.706
13 C -1.605 -0.404 -3.915
14 C -1.004 0.612 -4.643
15 C 0.145 1.209 -4.139
16 C 0.620 0.810 -2.913
17 N 0.026 -0.163 -2.173
18 C -2.519 -1.716 0.252
19 C -2.177 -1.315 1.664
20 C -3.131 -1.301 2.661
21 C -2.745 -0.939 3.943
22 C -1.413 -0.613 4.186
23 C -0.526 -0.620 3.137
24 N -0.897 -0.957 1.882
25 H -0.755 -3.380 0.983
26 H -1.389 -4.098 -0.492
27 H 0.843 -3.224 -1.621
28 H 0.843 -4.665 -0.648
29 H 2.863 -4.863 0.438
30 H 4.681 -3.888 1.817
31 H 4.554 -1.470 2.457
32 H 2.627 -0.147 1.681
33 H -2.653 -2.106 -2.150
34 H -1.114 -2.870 -2.446
35 H -2.478 -0.916 -4.296
36 H -1.417 0.922 -5.594
37 H 0.669 1.977 -4.690
38 H 1.514 1.247 -2.499
39 H -3.161 -2.600 0.262
40 H -3.068 -0.907 -0.232
41 H -4.152 -1.587 2.444
42 H -3.469 -0.919 4.747
43 H -1.073 -0.350 5.178
44 H 0.511 -0.348 3.280
45 O 1.550 7.094 -0.394
46 N 0.467 6.596 -0.210
47 O -0.614 7.123 -0.295
48 C 0.459 5.127 0.021
49 C 1.664 4.440 -0.044
50 C 1.630 3.081 0.208
51 C 0.467 2.447 0.635
52 O 0.494 1.251 1.182
53 C -0.732 3.123 0.413
54 C -0.758 4.488 0.167
55 N -1.892 2.276 0.258
56 O -1.654 1.085 -0.142
57 O -2.994 2.682 0.381
58 N 2.704 2.174 -0.165
59 O 2.340 1.007 -0.498
60 O 3.826 2.546 -0.249
61 H 2.573 4.957 -0.331
62 H -1.683 5.038 0.037

## Properties
highest occupied orbital energy: -18.382 eV
molar mass: 710.98 g mol⁻¹
F_max: 1.4 eV/Å
calculated total energy: -1922.80689 a.u.
E_LUMO: -10.321 eV
charge: +3

=====

[2]
Entry from the Open Molecules 2025 dataset: a cluster of 5 separate species, C25H23BFNO14PS2 in total (the ωB97M-V functional and the def2-TZVPD basis).

Cartesian coordinates (Å):
1 N -2.957 2.126 2.788
2 P -3.726 2.521 1.491
3 O -2.726 2.543 0.206
4 O -4.869 1.406 1.155
5 B -4.698 4.176 1.405
6 C -5.978 4.084 2.415
7 S -7.485 4.051 1.521
8 O -8.606 3.813 2.400
9 O -7.399 3.218 0.342
10 S -3.632 5.706 1.751
11 O -4.360 6.692 2.510
12 O -2.281 5.432 2.144
13 F -3.492 6.364 0.291
14 H -3.305 1.234 3.128
15 H -3.230 2.754 -0.590
16 H -5.318 1.608 0.325
17 H -5.081 4.272 0.277
18 H -6.033 4.927 3.106
19 H -6.016 3.167 3.007
20 H -7.557 5.338 1.097
21 C -0.674 -2.705 -0.827
22 C -1.364 -1.816 -1.534
23 C -1.457 -0.397 -1.097
24 O -2.086 0.421 -1.726
25 C -0.761 -0.012 0.159
26 C -0.071 -0.908 0.863
27 C 0.027 -2.318 0.424
28 O 0.658 -3.143 1.058
29 H -0.589 -3.744 -1.121
30 H -1.885 -2.072 -2.448
31 H -0.869 1.022 0.463
32 H 0.437 -0.654 1.784
33 C -8.111 5.127 -3.756
34 C -7.216 4.560 -2.951
35 C -5.953 5.259 -2.599
36 O -5.138 4.747 -1.867
37 C -5.734 6.616 -3.163
38 C -6.631 7.177 -3.970
39 C -7.889 6.476 -4.331
40 O -8.706 6.991 -5.067
41 H -9.040 4.640 -4.027
42 H -7.358 3.585 -2.503
43 H -4.811 7.106 -2.879
44 H -6.494 8.162 -4.397
45 C 6.354 -3.957 0.615
46 C 6.339 -2.645 0.839
47 C 5.064 -1.891 0.941
48 O 5.056 -0.695 1.143
49 C 3.801 -2.656 0.786
50 C 3.811 -3.967 0.565
51 C 5.087 -4.718 0.463
52 O 5.099 -5.917 0.266
53 H 7.274 -4.529 0.535
54 H 7.246 -2.066 0.955
55 H 2.882 -2.094 0.871
56 H 2.897 -4.538 0.456
57 C 10.645 -8.284 1.705
58 C 9.793 -7.281 1.514
59 C 9.884 -6.416 0.312
60 O 9.108 -5.500 0.139
61 C 10.955 -6.710 -0.671
62 C 11.807 -7.713 -0.480
63 C 11.720 -8.580 0.723
64 O 12.496 -9.494 0.896
65 H 10.600 -8.930 2.572
66 H 9.000 -7.048 2.213
67 H 10.997 -6.065 -1.539
68 H 12.598 -7.947 -1.182

## Properties
highest occupied orbital energy: -5.570 eV
molar mass: 686.37 g mol⁻¹
F_max: 0.9 eV/Å
calculated total energy: -3337.04269 a.u.
E_LUMO: -0.831 eV
charge: -1

=====

[3]
Entry from the Open Molecules 2025 dataset: a structure of composition C25H23BaN9O3S (the ωB97M-V functional and the def2-TZVPD basis).

Cartesian coordinates (Å):
1 Ba -0.278 -0.510 -1.191
2 O -3.284 -3.993 -0.990
3 C -2.551 -3.062 -1.345
4 N -1.389 -2.703 -0.821
5 C -0.994 -3.520 0.322
6 C -0.492 -2.668 1.449
7 C -1.063 -2.713 2.720
8 C -0.524 -1.939 3.733
9 C 0.578 -1.145 3.450
10 C 1.058 -1.138 2.150
11 N 0.537 -1.868 1.180
12 C -2.996 -2.227 -2.527
13 C -4.120 -2.669 -3.227
14 C -4.578 -1.942 -4.308
15 C -3.898 -0.779 -4.651
16 C -2.794 -0.413 -3.895
17 N -2.338 -1.116 -2.862
18 H -0.178 -4.185 0.003
19 H -1.845 -4.131 0.644
20 H -1.914 -3.352 2.906
21 H -0.945 -1.960 4.730
22 H 1.029 -0.515 4.202
23 H 1.889 -0.505 1.868
24 H -4.599 -3.578 -2.894
25 H -5.442 -2.264 -4.871
26 H -4.231 -0.171 -5.481
27 H -2.259 0.503 -4.122
28 N 3.577 4.442 4.278
29 C 3.091 3.870 3.125
30 C 3.671 2.703 2.619
31 C 3.115 2.066 1.527
32 C 2.010 2.611 0.904
33 C 1.449 3.788 1.362
34 C 1.968 4.406 2.479
35 S 1.266 1.771 -0.476
36 O 1.540 2.494 -1.689
37 O 1.825 0.413 -0.500
38 N -0.306 1.622 -0.331
39 C -0.848 1.280 0.822
40 N -0.364 1.744 1.988
41 C -1.079 1.531 3.070
42 C -2.278 0.835 3.057
43 C -2.629 0.283 1.831
44 N -1.929 0.481 0.735
45 H 4.527 4.234 4.538
46 H 3.273 5.381 4.478
47 H 4.551 2.296 3.099
48 H 3.527 1.141 1.157
49 H 0.590 4.190 0.847
50 H 1.501 5.301 2.867
51 H -0.658 1.944 3.980
52 H -2.873 0.701 3.944
53 H -3.506 -0.345 1.721
54 N 2.556 -0.364 -3.040
55 C 3.456 -0.462 -4.026
56 C 2.796 -0.983 -5.119
57 C 1.477 -1.156 -4.681
58 N 1.353 -0.775 -3.419
59 H 2.656 0.033 -2.112
60 H 4.482 -0.179 -3.899
61 H 3.202 -1.197 -6.087
62 H 0.631 -1.536 -5.223

## Properties
highest occupied orbital energy: -7.722 eV
molar mass: 666.91 g mol⁻¹
energy relative to the best compared isomer or geometry (same formula, charge and spin): 55.26 kcal/mol
F_max: 6.1 eV/Å
calculated total energy: -2108.74584 a.u.
E_LUMO: 0.446 eV
charge: 0

=====

[4]
Entry from the Open Molecules 2025 dataset: a structure of composition C25H23BrMoN6O6S2 (the ωB97M-V functional and the def2-TZVPD basis).

Cartesian coordinates (Å):
1 Mo 0.283 0.612 0.131
2 C 0.144 2.581 1.225
3 C 0.720 1.636 2.112
4 C 1.988 1.276 1.585
5 C 2.209 2.036 0.420
6 C 1.069 2.814 0.169
7 H -0.841 3.005 1.276
8 H 0.233 1.180 2.956
9 H 2.640 0.512 1.972
10 H 3.073 1.959 -0.217
11 H 0.890 3.437 -0.695
12 N -6.727 1.461 -4.656
13 C -5.551 1.765 -3.991
14 C -4.503 2.412 -4.660
15 C -3.347 2.746 -3.987
16 C -3.234 2.452 -2.639
17 C -4.263 1.827 -1.954
18 C -5.416 1.479 -2.627
19 S -1.762 2.865 -1.773
20 O -0.967 3.752 -2.583
21 O -2.117 3.340 -0.456
22 N -0.936 1.467 -1.524
23 C -1.042 0.330 -2.217
24 N -1.603 0.135 -3.405
25 C -1.630 -1.124 -3.822
26 C -1.090 -2.189 -3.109
27 C -0.482 -1.899 -1.904
28 N -0.449 -0.651 -1.476
29 H -6.664 1.389 -5.658
30 H -7.298 0.746 -4.236
31 H -4.604 2.650 -5.713
32 H -2.524 3.232 -4.494
33 H -4.155 1.603 -0.902
34 H -6.220 0.983 -2.097
35 H -2.104 -1.291 -4.783
36 H -1.156 -3.199 -3.485
37 H -0.029 -2.647 -1.263
38 N 4.844 -1.502 -2.566
39 C 3.520 -0.960 -2.846
40 C 2.899 -0.434 -1.560
41 O 3.500 -0.802 -0.458
42 O 1.908 0.273 -1.571
43 H 5.573 -0.821 -2.731
44 H 5.048 -2.325 -3.113
45 H 4.270 -1.354 -0.732
46 H 2.859 -1.752 -3.199
47 H 3.487 -0.166 -3.592
48 S 1.422 -3.819 1.713
49 C 1.102 -2.330 1.236
50 N 0.887 -1.229 0.891
51 Br -5.196 -2.065 1.026
52 C -4.895 -0.426 1.921
53 C -5.871 -0.013 2.817
54 C -5.702 1.165 3.524
55 C -4.556 1.925 3.350
56 C -3.578 1.497 2.470
57 C -3.731 0.324 1.735
58 C -2.669 -0.020 0.724
59 O -2.961 -0.528 -0.345
60 O -1.471 0.289 1.120
61 H -6.755 -0.619 2.956
62 H -6.471 1.488 4.215
63 H -4.422 2.849 3.897
64 H -2.683 2.082 2.318

## Properties
highest occupied orbital energy: -7.460 eV
molar mass: 743.47 g mol⁻¹
energy relative to the best compared isomer or geometry (same formula, charge and spin): 22.97 kcal/mol
F_max: 1.3 eV/Å
calculated total energy: -5185.14249 a.u.
E_LUMO: -0.453 eV
charge: 0